Entry from the Open Molecules 2025 dataset: C44H79BBrF3N10O9S2 as an isolated structure at a distorted geometry (ωB97M-V with the def2-TZVPD basis set).

Positions of all 149 atoms, in Å:
1 C 3.721 -2.496 3.197
2 C 2.981 -3.358 2.153
3 O 1.586 -3.457 2.401
4 C 0.890 -2.386 1.735
5 C -0.460 -2.310 2.469
6 C -1.623 -1.552 1.689
7 Br -0.631 -0.315 0.471
8 S -2.418 -2.745 0.498
9 O -3.854 -2.640 0.453
10 O -2.118 -4.116 0.852
11 C -1.842 -2.585 -1.264
12 F -2.434 -3.614 -1.869
13 F -2.263 -1.525 -1.907
14 F -0.555 -2.807 -1.431
15 C -2.653 -0.832 2.618
16 N -3.331 -2.000 3.266
17 N -3.779 -0.131 1.991
18 C -5.148 -0.459 2.382
19 C -3.723 0.601 0.804
20 C -4.638 0.228 -0.405
21 O -3.094 1.593 0.613
22 C -2.052 -0.002 3.815
23 C -3.144 0.693 4.706
24 C -3.739 1.999 4.115
25 C -3.312 3.309 4.879
26 C -2.853 4.366 3.824
27 N -1.619 5.062 4.266
28 B -1.032 1.238 3.570
29 O -0.142 1.544 4.628
30 O -0.973 2.105 2.515
31 C 0.386 2.515 2.224
32 O -1.370 -0.860 4.795
33 S -0.164 -1.731 4.190
34 O 1.133 -1.105 4.254
35 O -0.099 -2.903 5.028
36 H 4.802 -2.495 2.992
37 H 3.513 -2.799 4.232
38 H 3.375 -1.459 3.090
39 H 3.459 -4.348 2.113
40 H 3.148 -2.889 1.163
41 H 0.801 -2.733 0.693
42 H 1.534 -1.506 1.852
43 H -0.747 -3.367 2.619
44 H -2.813 -2.867 3.199
45 H -3.545 -1.837 4.240
46 H -5.797 0.319 1.941
47 H -5.355 -0.372 3.454
48 H -5.540 -1.399 1.971
49 H -5.311 1.100 -0.505
50 H -5.285 -0.635 -0.211
51 H -4.068 0.177 -1.335
52 H -3.923 0.001 5.055
53 H -2.586 0.977 5.615
54 H -3.642 2.109 3.028
55 H -4.832 1.939 4.281
56 H -2.416 3.084 5.478
57 H -4.140 3.710 5.471
58 H -3.654 5.099 3.631
59 H -2.625 3.905 2.848
60 H -1.390 5.699 3.495
61 H -0.886 4.352 4.247
62 H -0.646 1.876 5.382
63 H 0.654 3.403 2.814
64 H 1.103 1.693 2.338
65 H 0.376 2.806 1.164
66 C -8.787 -0.823 -0.852
67 C -9.958 -0.218 -0.083
68 C -9.508 0.657 1.091
69 C -8.730 -0.142 2.055
70 N -8.129 -0.768 2.794
71 H -8.194 -1.488 -0.221
72 H -9.150 -1.413 -1.694
73 H -8.129 -0.043 -1.243
74 H -10.599 -1.023 0.282
75 H -10.559 0.386 -0.765
76 H -10.374 1.079 1.602
77 H -8.890 1.484 0.737
78 C 1.160 8.351 -0.236
79 C 1.705 8.057 1.158
80 C 1.479 6.605 1.592
81 C 0.038 6.299 1.626
82 N -1.078 6.062 1.652
83 H 0.079 8.215 -0.281
84 H 1.369 9.385 -0.514
85 H 1.620 7.700 -0.982
86 H 1.233 8.733 1.875
87 H 2.776 8.268 1.175
88 H 1.896 6.439 2.586
89 H 1.969 5.918 0.901
90 C 5.025 0.008 7.163
91 C 6.248 -0.755 6.666
92 C 6.994 -0.022 5.547
93 C 6.108 0.170 4.384
94 N 5.411 0.319 3.495
95 H 4.282 0.134 6.373
96 H 4.543 -0.536 7.976
97 H 5.304 0.997 7.535
98 H 5.934 -1.741 6.314
99 H 6.933 -0.916 7.501
100 H 7.865 -0.598 5.233
101 H 7.340 0.954 5.892
102 C 0.246 1.267 -4.427
103 C -0.878 1.823 -3.563
104 C -0.369 2.711 -2.423
105 C 0.513 1.941 -1.529
106 N 1.197 1.342 -0.839
107 H 0.914 0.620 -3.853
108 H -0.162 0.668 -5.242
109 H 0.837 2.074 -4.861
110 H -1.458 0.992 -3.152
111 H -1.555 2.407 -4.188
112 H -1.208 3.096 -1.840
113 H 0.187 3.562 -2.820
114 C -0.141 -5.367 -3.452
115 C 1.084 -6.081 -4.014
116 C 1.717 -5.340 -5.196
117 C 0.743 -5.225 -6.299
118 N -0.011 -5.135 -7.149
119 H -0.939 -5.296 -4.194
120 H -0.541 -5.912 -2.597
121 H 0.112 -4.360 -3.123
122 H 0.797 -7.089 -4.323
123 H 1.829 -6.187 -3.223
124 H 2.595 -5.877 -5.547
125 H 2.036 -4.341 -4.895
126 C 6.501 -6.323 -8.804
127 C 6.229 -7.594 -8.006
128 C 4.966 -7.498 -7.145
129 C 5.095 -6.401 -6.166
130 N 5.209 -5.554 -5.412
131 H 6.678 -5.468 -8.149
132 H 7.390 -6.446 -9.423
133 H 5.662 -6.085 -9.460
134 H 7.092 -7.808 -7.371
135 H 6.123 -8.433 -8.697
136 H 4.806 -8.432 -6.605
137 H 4.090 -7.313 -7.770
138 C 4.624 2.821 -5.206
139 C 4.714 4.136 -5.974
140 C 3.710 5.182 -5.482
141 C 2.331 4.686 -5.649
142 N 1.269 4.291 -5.777
143 H 3.648 2.348 -5.333
144 H 5.374 2.117 -5.568
145 H 4.793 2.976 -4.138
146 H 4.552 3.940 -7.036
147 H 5.724 4.540 -5.872
148 H 3.820 6.108 -6.049
149 H 3.878 5.409 -4.428

Properties
E_LUMO	0.2	eV
orbital gap	8.88	eV
spin multiplicity	1
HOMO	-8.64	eV
net charge	0

=====

Entry from the Open Molecules 2025 dataset: a 8-piece molecular cluster, C44H80ClN7O4S overall at a distorted geometry (ωB97M-V with the def2-TZVPD basis set).

Positions of all 137 atoms, in Å:
1 C -2.005 5.335 4.211
2 O -0.742 5.268 3.533
3 C -0.917 5.506 2.102
4 C 0.414 5.100 1.344
5 C 0.184 4.317 -0.026
6 C -0.679 2.990 0.304
7 C -0.166 1.628 -0.397
8 C 0.322 0.543 0.698
9 C -0.918 -0.222 1.389
10 C -1.398 0.437 2.763
11 C -2.997 0.635 2.858
12 C -3.400 1.740 1.793
13 C -4.931 2.183 1.789
14 C -5.331 2.434 0.241
15 C -4.891 3.886 -0.271
16 C -5.776 5.060 0.357
17 Cl -7.089 5.520 -0.857
18 C -5.966 1.144 2.419
19 S -5.241 -0.352 3.203
20 O -5.316 -0.177 4.706
21 O -6.096 -1.530 2.854
22 O -3.698 -0.645 2.651
23 H -2.478 4.298 4.274
24 H -2.729 6.037 3.688
25 H -1.910 5.703 5.282
26 H -1.172 6.618 2.012
27 H -1.841 4.927 1.787
28 H 0.996 6.054 1.095
29 H 1.052 4.436 2.008
30 H -0.470 4.997 -0.673
31 H 1.177 4.083 -0.543
32 H -0.724 2.862 1.437
33 H -1.760 3.179 -0.021
34 H -1.090 1.147 -0.883
35 H 0.583 1.785 -1.236
36 H 1.000 0.991 1.478
37 H 0.965 -0.193 0.109
38 H -1.766 -0.382 0.646
39 H -0.546 -1.274 1.644
40 H -1.148 -0.285 3.616
41 H -0.891 1.414 3.022
42 H -3.208 1.019 3.902
43 H -3.027 1.459 0.750
44 H -2.795 2.672 2.068
45 H -5.040 3.185 2.305
46 H -4.776 1.693 -0.433
47 H -6.438 2.304 0.047
48 H -5.052 3.903 -1.401
49 H -3.787 4.083 -0.113
50 H -6.190 4.811 1.380
51 H -5.127 5.990 0.475
52 H -6.720 0.843 1.632
53 H -6.560 1.697 3.223
54 C 0.754 3.606 -5.887
55 C -0.381 3.005 -5.063
56 C -0.472 3.593 -3.653
57 C 0.797 3.326 -2.908
58 N 1.814 3.112 -2.309
59 H 1.729 3.401 -5.438
60 H 0.761 3.176 -6.891
61 H 0.640 4.688 -5.981
62 H -0.240 1.922 -5.002
63 H -1.327 3.178 -5.584
64 H -1.306 3.138 -3.111
65 H -0.641 4.672 -3.694
66 C 3.544 -3.082 1.871
67 C 4.634 -2.545 0.951
68 C 5.107 -1.143 1.344
69 C 3.963 -0.179 1.278
70 N 3.063 0.570 1.226
71 H 2.642 -2.465 1.830
72 H 3.259 -4.093 1.573
73 H 3.890 -3.118 2.909
74 H 4.258 -2.536 -0.076
75 H 5.488 -3.228 0.974
76 H 5.894 -0.807 0.666
77 H 5.511 -1.145 2.360
78 C 1.328 -6.718 2.754
79 C 0.294 -7.504 1.956
80 C 0.864 -8.099 0.666
81 C 1.365 -7.006 -0.226
82 N 1.757 -6.150 -0.923
83 H 1.699 -5.857 2.194
84 H 0.886 -6.338 3.678
85 H 2.181 -7.349 3.020
86 H -0.547 -6.846 1.720
87 H -0.096 -8.314 2.579
88 H 0.092 -8.663 0.138
89 H 1.688 -8.782 0.890
90 C 1.451 -3.780 -3.512
91 C 2.547 -3.250 -4.429
92 C 3.018 -1.846 -4.044
93 C 1.876 -0.882 -4.126
94 N 0.981 -0.129 -4.189
95 H 0.551 -3.163 -3.563
96 H 1.168 -4.791 -3.805
97 H 1.790 -3.809 -2.472
98 H 2.176 -3.248 -5.459
99 H 3.400 -3.934 -4.396
100 H 3.810 -1.515 -4.720
101 H 3.416 -1.840 -3.026
102 C 1.599 -2.205 5.180
103 C 1.475 -2.975 6.490
104 C 2.813 -3.535 6.981
105 C 3.374 -4.486 5.970
106 N 3.814 -5.229 5.179
107 H 1.943 -2.847 4.365
108 H 0.628 -1.800 4.884
109 H 2.300 -1.371 5.279
110 H 0.759 -3.791 6.356
111 H 1.066 -2.310 7.256
112 H 2.674 -4.064 7.927
113 H 3.530 -2.727 7.147
114 C -1.955 -7.411 -3.498
115 C -2.730 -7.350 -4.811
116 C -1.829 -7.096 -6.022
117 C -1.126 -5.783 -5.869
118 N -0.576 -4.756 -5.749
119 H -1.459 -6.462 -3.279
120 H -2.632 -7.623 -2.668
121 H -1.195 -8.197 -3.527
122 H -3.487 -6.564 -4.741
123 H -3.261 -8.296 -4.955
124 H -2.426 -7.074 -6.937
125 H -1.085 -7.890 -6.121
126 C 5.041 7.091 -2.753
127 C 3.979 7.579 -1.774
128 C 2.813 6.599 -1.624
129 C 2.134 6.405 -2.943
130 N 1.600 6.264 -3.989
131 H 4.639 6.983 -3.763
132 H 5.866 7.805 -2.807
133 H 5.448 6.125 -2.441
134 H 3.606 8.551 -2.111
135 H 4.442 7.734 -0.795
136 H 2.087 6.985 -0.905
137 H 3.168 5.631 -1.261

Properties
E_LUMO	0.5	eV
orbital gap	10.33	eV
spin multiplicity	1
HOMO	-9.81	eV
net charge	0

=====

Entry from the Open Molecules 2025 dataset: a 6-piece molecular cluster, C44H81BrNO18PS6 overall at a distorted geometry (ωB97M-V with the def2-TZVPD basis set).

Positions of all 152 atoms, in Å:
1 C -0.535 -1.626 1.039
2 O 0.758 -2.337 1.030
3 C 1.800 -1.451 1.560
4 C 2.770 -1.075 0.284
5 Br 2.578 -2.655 -0.966
6 O 4.176 -1.029 0.627
7 S 4.735 0.505 0.986
8 O 5.600 0.358 2.237
9 O 5.613 1.141 -0.054
10 C 3.362 1.701 1.511
11 C 3.007 1.292 3.017
12 C 1.547 1.681 3.527
13 O 1.328 2.443 4.514
14 C 4.022 3.161 1.335
15 C 3.372 4.319 2.229
16 C 2.311 5.258 1.417
17 C 0.822 4.653 1.380
18 C 0.226 4.977 -0.102
19 C -0.896 3.837 -0.392
20 C -1.792 4.097 -1.717
21 C -3.287 3.504 -1.531
22 C -3.331 2.077 -0.805
23 C -4.870 1.600 -0.547
24 C -4.927 0.011 -0.287
25 C -4.247 -0.433 1.102
26 N -3.787 -1.849 1.135
27 C -3.300 -2.527 2.350
28 C -2.876 -3.986 1.994
29 C -3.157 -4.244 0.473
30 C -3.696 -2.831 0.069
31 C 2.176 1.566 0.435
32 C 2.236 0.248 -0.510
33 P 3.080 0.513 -2.184
34 O 4.374 -0.275 -2.395
35 O 1.981 -0.054 -3.396
36 O 3.397 2.141 -2.571
37 H -0.459 -0.556 0.633
38 H -0.841 -1.561 2.145
39 H -1.321 -2.164 0.387
40 H 1.253 -0.525 1.943
41 H 2.368 -2.022 2.378
42 H 3.198 0.176 3.265
43 H 3.752 1.865 3.696
44 H 0.630 1.213 3.013
45 H 4.074 3.536 0.255
46 H 5.126 3.053 1.677
47 H 2.915 3.990 3.221
48 H 4.235 5.043 2.508
49 H 2.252 6.230 2.047
50 H 2.727 5.575 0.400
51 H 0.798 3.542 1.646
52 H 0.159 5.184 2.170
53 H 1.109 4.874 -0.832
54 H -0.178 6.053 -0.194
55 H -1.612 3.869 0.521
56 H -0.318 2.832 -0.417
57 H -1.909 5.241 -1.914
58 H -1.233 3.616 -2.610
59 H -3.868 4.292 -0.909
60 H -3.735 3.398 -2.593
61 H -2.826 1.315 -1.508
62 H -2.827 2.038 0.219
63 H -5.293 2.110 0.398
64 H -5.524 1.808 -1.468
65 H -4.438 -0.515 -1.178
66 H -6.044 -0.291 -0.268
67 H -5.043 -0.308 1.931
68 H -3.384 0.275 1.411
69 H -3.219 -2.068 3.394
70 H -2.427 -4.777 2.689
71 H -3.007 -5.162 -0.196
72 H -3.988 -2.610 -1.016
73 H 1.115 1.625 0.849
74 H 2.278 2.469 -0.285
75 H 1.131 -0.002 -0.758
76 H 1.131 0.444 -3.345
77 H 3.060 2.264 -3.497
78 O -1.396 8.001 -0.326
79 S -1.733 8.316 -1.696
80 O -1.343 7.469 -2.801
81 C -3.490 8.616 -1.790
82 C -3.635 10.103 -1.502
83 C -2.516 10.789 -2.287
84 C -1.230 10.000 -2.037
85 H -4.013 7.986 -1.070
86 H -3.815 8.379 -2.805
87 H -4.620 10.474 -1.792
88 H -3.505 10.293 -0.431
89 H -2.757 10.772 -3.355
90 H -2.400 11.835 -1.995
91 H -0.575 10.012 -2.909
92 H -0.695 10.376 -1.164
93 O -3.928 -1.142 6.436
94 S -2.699 -1.872 6.224
95 O -1.876 -1.673 5.051
96 C -1.681 -1.701 7.678
97 C -2.111 -2.853 8.576
98 C -2.251 -4.067 7.656
99 C -3.034 -3.619 6.420
100 H -1.839 -0.722 8.130
101 H -0.639 -1.810 7.371
102 H -1.388 -3.031 9.375
103 H -3.078 -2.627 9.039
104 H -1.256 -4.413 7.356
105 H -2.750 -4.900 8.157
106 H -2.712 -4.151 5.524
107 H -4.109 -3.743 6.560
108 O -0.707 0.121 -4.580
109 S -1.606 -0.766 -5.283
110 O -3.040 -0.581 -5.268
111 C -1.060 -0.898 -6.976
112 C -0.067 -2.053 -6.961
113 C -0.701 -3.134 -6.084
114 C -1.223 -2.451 -4.819
115 H -0.618 0.044 -7.299
116 H -1.932 -1.136 -7.590
117 H 0.138 -2.419 -7.970
118 H 0.880 -1.728 -6.520
119 H -1.534 -3.599 -6.622
120 H 0.012 -3.925 -5.838
121 H -2.124 -2.935 -4.441
122 H -0.461 -2.421 -4.037
123 O -3.835 -7.358 -2.894
124 S -3.104 -7.847 -1.748
125 O -1.904 -7.200 -1.265
126 C -4.243 -8.034 -0.388
127 C -4.782 -9.450 -0.541
128 C -3.572 -10.319 -0.889
129 C -2.782 -9.592 -1.978
130 H -5.019 -7.270 -0.444
131 H -3.677 -7.926 0.540
132 H -5.278 -9.791 0.371
133 H -5.511 -9.488 -1.357
134 H -2.945 -10.443 0.001
135 H -3.873 -11.316 -1.219
136 H -1.711 -9.777 -1.890
137 H -3.127 -9.870 -2.976
138 O 10.292 -3.426 0.787
139 S 9.950 -3.108 -0.581
140 O 10.305 -3.973 -1.685
141 C 8.203 -2.757 -0.661
142 C 8.106 -1.263 -0.380
143 C 9.238 -0.616 -1.178
144 C 10.502 -1.443 -0.935
145 H 7.667 -3.366 0.066
146 H 7.862 -2.990 -1.672
147 H 7.130 -0.864 -0.665
148 H 8.251 -1.072 0.689
149 H 8.988 -0.632 -2.244
150 H 9.389 0.427 -0.892
151 H 11.151 -1.456 -1.812
152 H 11.057 -1.080 -0.068

Properties
E_LUMO	0.2	eV
orbital gap	7.84	eV
spin multiplicity	1
HOMO	-7.64	eV
net charge	0